[1]
{"formula": "C31H42N10O", "method": "ωB97M-V with the def2-TZVPD basis set", "e_homo_ev": -8.01, "total_charge": 0, "smiles": "N#C[C@@H](N)[C@H](C#N)C[C@H](O)CN.c1cc[nH]c1.c1cc[nH]c1.c1cc[nH]c1.c1cc[nH]c1.c1cc[nH]c1.c1cc[nH]c1", "mol_weight_g_mol": 570.746, "symbols": ["N", "C", "C", "N", "C", "C", "N", "C", "C", "O", "C", "N", "H", "H", "H", "H", "H", "H", "H", "H", "H", "H", "H", "H", "N", "C", "C", "C", "C", "H", "H", "H", "H", "H", "N", "C", "C", "C", "C", "H", "H", "H", "H", "H", "N", "C", "C", "C", "C", "H", "H", "H", "H", "H", "N", "C", "C", "C", "C", "H", "H", "H", "H", "H", "N", "C", "C", "C", "C", "H", "H", "H", "H", "H", "N", "C", "C", "C", "C", "H", "H", "H", "H", "H"], "xyz": [[1.944767, -2.263269, 0.288186], [1.783580, -1.374648, -0.413312], [1.524243, -0.241163, -1.322489], [1.088321, -0.684553, -2.644237], [0.546930, 0.769644, -0.668571], [1.172714, 1.230014, 0.578448], [1.643847, 1.528418, 1.577851], [-0.863046, 0.242596, -0.341431], [-1.808611, 0.061077, -1.531837], [-2.347126, 1.338447, -1.925672], [-2.977692, -0.870253, -1.201868], [-2.858562, -2.132315, -1.938562], [2.480271, 0.274858, -1.451420], [0.535879, -1.533745, -2.598291], [1.900522, -0.905448, -3.210660], [0.484676, 1.630377, -1.342521], [-0.776242, -0.681162, 0.241791], [-1.332610, 0.973739, 0.323822], [-1.283164, -0.351153, -2.396044], [-1.742709, 1.756166, -2.544191], [-3.046599, -1.022080, -0.116367], [-3.893031, -0.367382, -1.523542], [-1.903525, -2.472761, -1.929642], [-3.425274, -2.856676, -1.514664], [-4.129314, 1.932267, 0.551143], [-4.223521, 3.088234, 1.275174], [-5.148306, 2.893270, 2.266188], [-5.632524, 1.563517, 2.133795], [-4.984213, 0.997686, 1.067425], [-3.519963, 1.793449, -0.238406], [-3.628631, 3.950184, 1.026006], [-5.445673, 3.624874, 3.000042], [-6.374725, 1.077099, 2.745437], [-5.065950, 0.018493, 0.627798], [0.933812, -5.850131, -2.235395], [1.682582, -4.771564, -1.851513], [2.624046, -4.552056, -2.823799], [2.433802, -5.537700, -3.831098], [1.384240, -6.323470, -3.437108], [0.177958, -6.244734, -1.706476], [1.489641, -4.252711, -0.929375], [3.380082, -3.783644, -2.804897], [3.008807, -5.662003, -4.733216], [0.927280, -7.177849, -3.905834], [-7.182628, 4.128862, 5.165740], [-6.308616, 4.743194, 6.020527], [-6.643778, 6.069392, 6.078660], [-7.763923, 6.261433, 5.223892], [-8.071540, 5.045564, 4.674805], [-7.168155, 3.154090, 4.928172], [-5.526671, 4.188714, 6.510204], [-6.142218, 6.819366, 6.666962], [-8.281984, 7.186394, 5.033668], [-8.840735, 4.757469, 3.979166], [4.836887, 1.069495, 1.137419], [5.848104, 0.978884, 2.050015], [7.035635, 1.101293, 1.376666], [6.726660, 1.273601, 0.000495], [5.361345, 1.249803, -0.112913], [3.854966, 1.013909, 1.346889], [5.639133, 0.831868, 3.095544], [8.016474, 1.072478, 1.820710], [7.424544, 1.405734, -0.809360], [4.725437, 1.358838, -0.976084], [1.586923, 1.404941, -5.093984], [2.521918, 1.332401, -6.090450], [2.756016, 2.603920, -6.541369], [1.928990, 3.479873, -5.787706], [1.220631, 2.710088, -4.904583], [1.224408, 0.626977, -4.572124], [2.938287, 0.387704, -6.396423], [3.441856, 2.877360, -7.325334], [1.860930, 4.550225, -5.885927], [0.486880, 2.982437, -4.164675], [3.236148, -4.128006, 2.494785], [2.406445, -4.525025, 3.504760], [3.184447, -4.974980, 4.539637], [4.540288, -4.841661, 4.134797], [4.536294, -4.316087, 2.868796], [2.930627, -3.752245, 1.613723], [1.336857, -4.449386, 3.406718], [2.823391, -5.353212, 5.481490], [5.415702, -5.098943, 4.707303], [5.347053, -4.058672, 2.208747]], "atomic_forces_ev_per_a": [[0.061, -0.276, 0.196], [-0.106, 0.338, -0.077], [0.115, 0.003, -0.236], [0.107, 0.066, -0.120], [-0.038, -0.016, 0.003], [-0.277, -0.068, -0.310], [0.245, 0.111, 0.270], [-0.005, -0.004, 0.121], [0.011, 0.103, -0.249], [0.127, -0.207, 0.236], [-0.097, -0.033, 0.059], [0.161, 0.044, -0.003], [-0.069, 0.007, 0.040], [0.017, 0.013, 0.014], [0.013, -0.136, 0.122], [0.001, -0.077, -0.012], [0.049, -0.013, -0.137], [-0.024, -0.119, 0.025], [-0.082, -0.025, 0.071], [-0.024, 0.082, -0.059], [0.043, 0.081, -0.042], [0.037, -0.057, 0.015], [-0.026, -0.037, 0.101], [-0.045, 0.047, -0.052], [0.035, -0.051, 0.060], [0.025, -0.038, -0.012], [-0.025, 0.034, 0.051], [-0.009, 0.006, 0.014], [0.023, 0.033, -0.024], [-0.074, 0.106, -0.157], [-0.006, 0.007, 0.005], [0.006, 0.011, -0.015], [-0.001, -0.011, -0.005], [-0.041, 0.013, 0.038], [-0.018, 0.016, -0.028], [-0.086, 0.009, -0.039], [-0.015, 0.061, -0.020], [0.002, 0.007, 0.000], [0.001, 0.000, 0.015], [0.025, -0.016, 0.005], [0.028, -0.081, 0.026], [0.015, -0.014, 0.014], [-0.003, 0.002, -0.001], [0.003, 0.002, -0.005], [0.001, -0.033, -0.009], [-0.002, -0.010, -0.009], [-0.001, 0.010, -0.007], [0.009, 0.007, 0.000], [0.007, -0.012, 0.002], [-0.002, 0.008, 0.005], [0.000, 0.004, 0.002], [-0.002, -0.001, 0.000], [0.000, -0.001, 0.002], [0.000, 0.004, -0.001], [-0.041, -0.052, -0.084], [-0.011, -0.026, -0.029], [0.006, 0.001, -0.006], [0.015, -0.005, -0.009], [-0.023, -0.027, 0.037], [0.006, 0.096, 0.139], [0.006, 0.000, 0.000], [-0.001, 0.001, -0.002], [0.001, 0.000, 0.002], [0.018, 0.037, -0.009], [0.025, 0.000, -0.012], [-0.017, 0.001, 0.020], [0.002, 0.009, 0.001], [0.003, 0.015, -0.007], [0.015, -0.035, 0.014], [-0.097, 0.032, 0.035], [-0.001, 0.003, -0.010], [0.001, 0.001, 0.003], [0.003, -0.002, 0.001], [-0.003, 0.019, -0.003], [0.026, -0.065, -0.012], [0.001, -0.002, -0.006], [0.004, 0.002, 0.003], [-0.004, 0.002, 0.002], [-0.008, -0.013, -0.003], [-0.017, 0.109, 0.041], [0.000, -0.002, 0.005], [0.001, 0.000, 0.000], [0.000, 0.001, 0.000], [0.002, -0.002, 0.005]], "lowdin_charge": [0.21, -0.14, -0.32, 0.08, -0.24, -0.18, 0.20, -0.09, -0.36, -0.04, -0.23, 0.01, 0.14, 0.08, 0.09, 0.15, 0.13, 0.13, 0.12, 0.09, 0.11, 0.12, 0.05, 0.07, 0.02, -0.13, -0.11, -0.11, -0.15, 0.10, 0.11, 0.08, 0.08, 0.09, 0.00, -0.16, -0.12, -0.11, -0.14, 0.14, 0.06, 0.09, 0.09, 0.11, 0.00, -0.15, -0.11, -0.11, -0.14, 0.14, 0.11, 0.09, 0.09, 0.10, 0.01, -0.13, -0.11, -0.11, -0.16, 0.08, 0.11, 0.09, 0.09, 0.09, 0.00, -0.14, -0.11, -0.11, -0.15, 0.10, 0.10, 0.09, 0.09, 0.10, 0.00, -0.15, -0.12, -0.12, -0.14, 0.07, 0.10, 0.09, 0.09, 0.10]}

[2]
{"formula": "C3H7N2OS", "method": "ωB97M-V with the def2-TZVPD basis set", "de_lowest_ev": 1.866, "e_homo_ev": [-11.37, -14.36], "s_squared": 2.02, "total_charge": 1, "spin_multiplicity": 3, "mol_weight_g_mol": 119.169, "symbols": ["C", "C", "C", "N", "N", "O", "S", "H", "H", "H", "H", "H", "H", "H"], "xyz": [[0.700585, -1.064867, 0.261488], [-0.741605, 0.800170, 0.198994], [1.950311, -1.738643, -0.057872], [0.402998, 0.111556, -0.171542], [-1.176516, 1.996986, -0.555862], [-1.202302, 0.784995, 1.487858], [-2.546372, -0.086627, 0.742349], [0.014863, -1.604070, 0.949639], [1.647262, -2.228046, -0.899451], [2.741364, -1.172926, -0.515248], [2.303519, -2.473791, 0.557907], [-0.703980, 2.098715, -1.453958], [-1.252950, 2.809793, 0.074540], [-2.137177, 1.766755, -0.618844]], "atomic_forces_ev_per_a": [[-0.673, 0.740, 1.958], [3.991, -1.589, -1.242], [-0.049, 2.141, -1.025], [-1.389, 1.957, -0.421], [0.905, -0.219, 1.807], [-2.619, -1.255, -0.975], [0.141, 0.174, 2.216], [0.263, 0.265, -0.327], [-0.860, -2.201, -2.713], [0.337, 0.933, 0.508], [0.656, -1.539, 2.080], [0.061, 0.309, 0.066], [1.049, 0.423, -0.480], [-1.815, -0.138, -1.452]], "lowdin_charge": [-0.16, -0.71, -0.03, 0.11, 0.25, -0.29, 1.00, 0.13, 0.07, 0.10, 0.07, 0.19, 0.19, 0.08]}

[3]
{"formula": "C20H25FN4O2S", "method": "ωB97M-V with the def2-TZVPD basis set", "de_lowest_ev": 0.536, "e_homo_ev": -8.86, "total_charge": 0, "smiles": "CCC(CC)c1nnc(NC(=O)[C@H]2CC(=O)N(CCc3ccc(F)cc3)C2)s1", "mol_weight_g_mol": 404.511, "symbols": ["C", "C", "H", "H", "C", "C", "N", "N", "C", "N", "C", "O", "C", "H", "C", "C", "O", "N", "C", "H", "H", "C", "C", "C", "C", "C", "C", "C", "H", "H", "F", "H", "H", "H", "H", "C", "H", "H", "H", "H", "H", "S", "C", "C", "H", "H", "H", "H", "H", "H", "H", "H", "H"], "xyz": [[-4.030488, 2.346039, -1.856142], [-3.837168, 2.266109, -3.365439], [-4.813176, 2.270296, -3.850559], [-3.283389, 3.141900, -3.714237], [-3.079799, 0.998319, -3.780892], [-1.727265, 0.985672, -3.171206], [-1.265355, 0.066256, -2.412312], [-0.019261, 0.250848, -1.994238], [0.518863, 1.335602, -2.435874], [1.776112, 1.792176, -2.177726], [2.829975, 1.203175, -1.499497], [3.861943, 1.819061, -1.400387], [2.585740, -0.167710, -0.921546], [1.994778, -0.756809, -1.625328], [3.883596, -0.884407, -0.549143], [3.555469, -1.638528, 0.728253], [4.211246, -2.510249, 1.250023], [2.378217, -1.162293, 1.193515], [1.781544, -1.605984, 2.423094], [0.705782, -1.743791, 2.273693], [2.236611, -2.570736, 2.661749], [2.028939, -0.626802, 3.584271], [1.483850, -1.196114, 4.860853], [0.213233, -0.854889, 5.306567], [-0.305637, -1.404940, 6.465061], [0.465002, -2.308327, 7.172191], [1.731180, -2.672696, 6.752101], [2.232244, -2.111489, 5.592345], [3.218879, -2.385330, 5.249957], [2.304641, -3.381147, 7.328475], [-0.033003, -2.849059, 8.305590], [-1.289313, -1.143111, 6.821612], [-0.378453, -0.146124, 4.745774], [1.549396, 0.328588, 3.363993], [3.104832, -0.466836, 3.673380], [1.823777, -0.081428, 0.418617], [2.005866, 0.884451, 0.910127], [0.748371, -0.212593, 0.277465], [4.242765, -1.561655, -1.321118], [4.673754, -0.159448, -0.337872], [2.001331, 2.705217, -2.558166], [-0.558464, 2.276170, -3.470094], [-2.937383, 0.874150, -5.308191], [-4.253639, 0.553099, -6.003349], [-4.083218, 0.406336, -7.067001], [-4.971251, 1.360321, -5.885268], [-4.686175, -0.358067, -5.596869], [-2.526250, 1.806204, -5.704046], [-2.223191, 0.075386, -5.523626], [-3.605505, 0.117935, -3.397396], [-4.582538, 1.480665, -1.496982], [-4.585394, 3.243292, -1.593333], [-3.072619, 2.373293, -1.340870]], "atomic_forces_ev_per_a": [[-0.010, 0.114, -0.194], [-0.057, -0.258, 0.206], [0.015, 0.071, -0.093], [-0.055, 0.046, -0.104], [-0.096, 0.265, -0.379], [0.263, 0.494, -0.148], [-1.430, -0.551, -0.275], [1.495, 0.156, 0.548], [-1.056, 0.232, -0.592], [0.343, 0.758, -0.237], [-0.090, -0.324, 0.056], [0.192, 0.088, 0.050], [0.338, -0.165, 0.109], [0.052, 0.055, 0.141], [0.071, 0.090, -0.037], [0.043, 0.069, -0.363], [0.318, -0.282, 0.183], [-0.303, 0.059, -0.064], [0.174, 0.031, 0.230], [0.051, -0.045, 0.023], [-0.118, 0.062, -0.018], [-0.086, -0.273, -0.184], [0.019, 0.159, -0.029], [0.135, -0.080, 0.022], [-0.011, -0.171, 0.214], [0.028, 0.063, -0.120], [-0.175, -0.049, 0.173], [-0.138, 0.083, -0.010], [0.137, -0.036, -0.040], [0.041, -0.073, 0.080], [0.040, 0.034, -0.070], [-0.093, 0.008, 0.063], [-0.056, 0.091, -0.065], [0.063, 0.060, 0.016], [0.005, 0.067, -0.039], [-0.209, 0.181, -0.006], [-0.065, -0.004, -0.039], [0.119, 0.058, 0.016], [0.014, -0.021, 0.054], [-0.008, -0.075, 0.010], [0.083, -0.210, 0.163], [0.145, -0.694, 0.477], [-0.228, -0.197, 0.098], [0.195, 0.117, 0.020], [-0.076, -0.024, -0.103], [-0.133, 0.043, -0.026], [-0.088, -0.102, 0.016], [0.095, 0.001, -0.030], [0.060, 0.081, -0.016], [0.086, 0.022, 0.026], [-0.054, -0.080, 0.085], [-0.046, 0.054, 0.100], [0.064, 0.003, 0.103]], "lowdin_charge": [-0.09, -0.23, 0.11, 0.10, -0.35, -0.57, 0.03, 0.00, -0.59, 0.11, -0.42, 0.10, -0.19, 0.14, -0.02, -0.45, 0.07, -0.06, -0.13, 0.13, 0.13, -0.13, -0.25, -0.03, -0.01, -0.28, 0.00, -0.03, 0.12, 0.12, 0.05, 0.12, 0.11, 0.11, 0.13, -0.09, 0.14, 0.12, 0.13, 0.13, 0.15, 1.10, -0.23, -0.10, 0.07, 0.07, 0.08, 0.11, 0.12, 0.15, 0.08, 0.07, 0.07]}

What is the formula in the second record?
C3H7N2OS